[1]
7
Properties=species:S:1:pos:R:3 method="wB97M-V/def2-TZVPD" orbital_gap_ev=8.45 e_lumo_ev=-0.7 homo_energy_ev=-9.158 energy_ha=-5529.20211
C 0.807 0.399 -0.503
P -0.730 0.936 -0.166
Br 1.145 -0.674 -1.911
Br -0.263 -1.140 2.364
H 1.551 0.350 0.324
H -1.231 -0.713 1.505
H -1.278 0.842 -1.614

=====

[2]
7
Properties=species:S:1:pos:R:3 method="wB97M-V/def2-TZVPD" orbital_gap_ev="7.69 / 6.73" total_charge=+1 e_lumo_ev="-6.9 / -8.3" multiplicity=4 homo_energy_ev="-14.545 / -14.995" energy_ha=-1735.69507
H 0.425 0.749 -1.286
O -1.254 0.057 0.432
C -0.207 0.739 0.005
C 0.973 -0.096 -0.280
O 0.917 -1.327 -0.169
H 0.051 1.696 0.488
Ni -0.906 -1.818 0.810

=====

[3]
99
Properties=species:S:1:pos:R:3 method="wB97M-V/def2-TZVPD" orbital_gap_ev=6.86 total_charge=+1 e_lumo_ev=-3.6 homo_energy_ev=-10.447 energy_ha=-2386.00839
C 3.239 -3.746 0.808
O 1.876 -4.070 0.618
C 0.976 -2.991 0.689
C 1.419 -1.670 0.071
C 0.219 -0.708 0.021
C -0.318 -0.519 -1.390
C -1.585 0.369 -1.528
C -1.904 1.259 -0.341
C -3.199 2.075 -0.523
C -4.058 2.023 0.736
C -5.534 2.365 0.523
C -6.305 1.231 -0.146
C -6.400 -0.020 0.718
C -7.207 -1.141 0.001
C -6.293 -2.183 -0.524
N -5.842 -2.236 -1.833
C -5.003 -3.257 -2.002
N -4.892 -3.891 -0.847
C -5.675 -3.245 0.083
S -5.754 -3.810 1.734
O -5.019 -5.021 1.755
O -5.524 -2.743 2.630
F -7.263 -4.137 1.790
H 3.670 -3.306 -0.092
H 3.770 -4.672 1.012
H 3.400 -3.085 1.661
H 0.086 -3.316 0.142
H 0.657 -2.805 1.722
H 1.847 -1.826 -0.918
H 2.196 -1.214 0.682
H -0.583 -1.133 0.632
H 0.475 0.238 0.492
H 0.470 -0.160 -2.050
H -0.573 -1.513 -1.766
H -1.448 1.001 -2.405
H -2.434 -0.283 -1.757
H -1.060 1.927 -0.177
H -2.011 0.687 0.578
H -3.743 1.759 -1.414
H -2.915 3.116 -0.672
H -3.611 2.702 1.462
H -3.998 1.036 1.200
H -5.984 2.641 1.475
H -5.596 3.241 -0.125
H -5.826 1.009 -1.103
H -7.322 1.573 -0.345
H -5.406 -0.409 0.919
H -6.884 0.222 1.659
H -7.957 -1.592 0.644
H -7.737 -0.717 -0.852
H -6.115 -1.587 -2.558
H -4.507 -3.520 -2.919
H -4.323 -4.707 -0.663
C 2.996 2.639 3.455
O 2.035 3.670 3.421
C 1.474 3.858 2.135
C 0.084 4.448 2.224
O -0.923 3.515 2.598
C -0.961 3.113 3.962
C -1.492 4.164 4.910
O -0.512 5.148 5.180
C -1.069 6.387 5.562
H 3.862 2.879 2.829
H 3.324 2.533 4.487
H 2.564 1.687 3.123
H 1.423 2.902 1.598
H 2.113 4.546 1.565
H -0.194 4.771 1.218
H 0.072 5.327 2.869
H 0.010 2.744 4.295
H -1.661 2.273 3.984
H -1.777 3.676 5.852
H -2.386 4.624 4.471
H -1.737 6.775 4.784
H -0.247 7.086 5.697
H -1.623 6.303 6.503
C 3.809 -3.801 -3.677
O 5.072 -3.298 -3.311
C 6.145 -3.992 -3.928
C 7.361 -3.105 -4.060
O 7.280 -2.159 -5.112
C 6.478 -1.007 -4.908
C 7.105 0.034 -4.009
O 7.001 -0.338 -2.645
C 8.010 0.237 -1.845
H 3.675 -4.831 -3.327
H 3.059 -3.167 -3.205
H 3.666 -3.764 -4.763
H 5.849 -4.345 -4.923
H 6.405 -4.863 -3.311
H 8.204 -3.748 -4.325
H 7.596 -2.625 -3.108
H 5.479 -1.272 -4.556
H 6.376 -0.561 -5.899
H 6.584 0.990 -4.157
H 8.157 0.162 -4.291
H 9.006 -0.046 -2.203
H 7.882 -0.143 -0.833
H 7.932 1.330 -1.827

=====

[4]
55
Properties=species:S:1:pos:R:3 method="wB97M-V/def2-TZVPD" orbital_gap_ev="6.57 / 6.57" total_charge=+2 e_lumo_ev="-6.7 / -6.7" homo_energy_ev="-13.236 / -13.237" energy_ha=-1725.05800
Sn -1.227 0.159 -0.257
C -3.406 -1.736 1.273
O -2.026 -1.401 1.121
C -1.113 -2.465 1.310
C -1.432 -3.803 1.485
C -0.370 -4.677 1.759
C 0.901 -4.206 1.833
C 1.180 -2.891 1.543
C 0.169 -2.023 1.271
N 0.439 -0.726 0.857
N 1.684 -0.395 0.878
C 2.172 0.741 0.462
C 1.324 1.781 0.035
O 0.028 1.717 0.035
C 1.843 3.035 -0.245
C 3.137 3.336 0.026
C 4.076 2.376 0.514
C 5.422 2.742 0.744
C 6.329 1.787 1.158
C 5.916 0.481 1.360
C 4.589 0.079 1.137
C 3.638 1.038 0.728
H -3.691 -1.690 2.329
H -3.580 -2.748 0.969
H -4.013 -1.083 0.641
H -2.436 -4.202 1.499
H -0.559 -5.722 1.987
H 1.733 -4.852 2.060
H 2.197 -2.526 1.574
H 1.133 3.775 -0.569
H 3.451 4.354 -0.049
H 5.791 3.731 0.567
H 7.362 2.024 1.370
H 6.626 -0.255 1.699
H 4.283 -0.964 1.250
N 0.237 -0.286 -4.363
C -0.464 -0.147 -3.229
O 0.155 -0.002 -2.156
C -2.015 -0.216 -3.226
C -2.604 -0.314 -1.823
H 1.230 -0.478 -4.286
H -0.190 -0.376 -5.276
H -2.298 -1.085 -3.844
H -2.390 0.683 -3.723
H -3.085 -1.250 -1.542
H -3.406 0.434 -1.704
C -4.894 1.082 0.941
Te -3.007 2.068 1.209
C -3.260 2.963 -0.753
H -5.583 1.834 0.593
H -5.271 0.658 1.885
H -4.847 0.326 0.150
H -4.135 3.605 -0.767
H -3.407 2.181 -1.507
H -2.337 3.529 -0.929